{
  "formula": "C20H20CdMg2N9O15",
  "method": "the ωB97M-V functional and the def2-TZVPD basis",
  "species": ["Mg", "Mg", "Cd", "N", "O", "O", "O", "N", "O", "O", "O", "N", "O", "O", "O", "N", "O", "O", "O", "N", "O", "O", "O", "N", "C", "C", "C", "C", "C", "H", "H", "H", "H", "H", "N", "C", "C", "C", "C", "C", "H", "H", "H", "H", "H", "N", "C", "C", "C", "C", "C", "H", "H", "H", "H", "H", "N", "C", "C", "C", "C", "C", "H", "H", "H", "H", "H"],
  "xyz": [[3.049, 1.614, 0.065], [-1.204, 1.577, -1.456], [1.222, -2.152, 2.600], [0.626, -0.443, -0.040], [-0.229, -0.001, -0.699], [0.491, -1.316, 0.777], [1.688, 0.080, -0.211], [-0.266, -4.983, 1.721], [-0.706, -5.032, 0.593], [0.297, -3.973, 2.041], [-0.524, -5.862, 2.520], [2.900, 0.591, 2.961], [1.962, -0.204, 3.140], [3.369, 1.164, 3.915], [3.428, 0.793, 1.866], [0.254, 2.645, 1.303], [1.478, 2.680, 1.050], [-0.201, 2.697, 2.429], [-0.431, 2.505, 0.278], [1.605, 2.792, -2.462], [0.515, 2.258, -2.320], [2.481, 2.453, -1.696], [1.762, 3.848, -3.009], [4.579, 0.695, -0.866], [4.439, -0.040, -2.035], [5.534, -0.549, -2.764], [6.820, -0.580, -2.194], [7.000, 0.019, -1.000], [5.898, 0.743, -0.425], [3.430, -0.201, -2.385], [5.508, -1.142, -3.666], [7.594, -1.141, -2.697], [7.983, -0.039, -0.555], [6.069, 1.184, 0.546], [-1.631, 0.502, -3.234], [-1.597, 1.163, -4.446], [-1.700, 0.516, -5.696], [-1.645, -0.886, -5.706], [-1.613, -1.577, -4.502], [-1.675, -0.862, -3.287], [-1.712, 2.237, -4.435], [-1.805, 1.092, -6.604], [-1.581, -1.327, -6.691], [-1.561, -2.655, -4.543], [-1.740, -1.455, -2.387], [-0.758, -1.553, 3.457], [-1.357, -2.144, 4.556], [-2.478, -1.661, 5.202], [-3.044, -0.482, 4.830], [-2.491, 0.220, 3.742], [-1.393, -0.368, 3.056], [-0.934, -3.037, 4.991], [-2.898, -2.247, 6.006], [-3.977, -0.097, 5.214], [-2.911, 1.116, 3.307], [-1.013, 0.155, 2.190], [-2.830, 1.251, -0.244], [-3.517, 0.059, -0.227], [-4.702, -0.260, 0.522], [-5.268, 0.773, 1.329], [-4.608, 2.006, 1.316], [-3.451, 2.174, 0.626], [-3.121, -0.709, -0.875], [-5.252, -1.181, 0.648], [-6.215, 0.684, 1.840], [-4.962, 2.728, 2.037], [-2.983, 3.146, 0.682]],
  "forces_ev_per_a": [[-2.58, 0.16, 0.38], [0.16, 0.04, 1.20], [-0.59, -0.38, 0.28], [1.91, 0.87, 0.58], [-5.87, -0.27, -2.57], [-1.43, -2.12, 0.58], [5.40, 0.80, 0.07], [-3.60, -3.56, -1.50], [-0.20, -0.28, -2.06], [3.69, 4.53, 2.26], [0.60, -0.73, 1.40], [1.89, 1.48, 2.37], [-1.00, -0.84, -0.39], [-0.31, 0.14, 0.55], [0.34, -0.44, -2.30], [0.01, -0.58, -0.93], [2.32, 0.29, 1.17], [0.24, 0.14, -0.50], [-1.71, 0.44, 0.02], [-0.99, 3.48, 2.43], [-2.38, -1.52, -1.63], [3.90, -2.48, 1.80], [-0.42, 0.73, -2.63], [4.02, -1.65, -1.57], [0.95, 0.64, 0.03], [0.14, -0.50, 1.20], [-1.44, -0.23, -1.13], [-1.09, 1.69, 1.27], [-0.48, -1.55, -0.26], [-0.10, 0.23, 0.00], [-1.05, 0.26, -0.20], [0.16, 0.12, 0.00], [-0.17, 0.38, 0.50], [-0.19, 0.41, -0.01], [0.16, -0.79, -1.94], [-1.33, -1.34, -0.05], [0.37, -0.28, 1.81], [0.24, 1.30, 0.02], [-0.17, 0.72, -0.07], [0.30, 0.43, -1.32], [0.45, 0.15, 0.33], [0.15, 0.04, 0.03], [-0.18, -0.60, 0.16], [-0.08, -0.04, 0.41], [0.12, 0.44, 0.37], [-2.73, 1.70, 1.77], [0.87, 0.59, -1.07], [0.27, -0.70, 0.35], [-0.33, 1.69, -1.93], [1.20, -1.80, -0.47], [-0.02, -0.86, 1.43], [0.38, -0.22, -0.52], [0.06, -0.05, 0.07], [0.07, -0.10, 0.51], [-0.07, 0.07, 0.14], [0.16, -0.20, -0.06], [-1.44, 0.54, 0.57], [-2.20, -2.02, 0.76], [1.37, 2.23, 0.00], [-0.01, -0.72, -0.65], [0.45, -0.41, 0.51], [0.54, 0.96, -0.47], [0.11, -0.23, 0.01], [0.68, -0.60, -0.91], [0.01, -0.31, 0.06], [0.15, 0.63, -0.31], [0.30, 0.04, 0.02]],
  "lowdin_charge": [0.779, 0.728, 1.456, -0.554, 0.020, -0.053, -0.017, -0.673, 0.013, -0.192, 0.012, -0.550, -0.124, 0.110, -0.075, -0.511, -0.065, 0.094, -0.068, -0.546, -0.048, -0.059, 0.104, 0.005, -0.062, -0.024, -0.074, -0.046, -0.041, 0.117, 0.108, 0.117, 0.112, 0.114, 0.014, -0.082, -0.039, -0.058, -0.035, -0.082, 0.115, 0.106, 0.108, 0.109, 0.108, -0.039, -0.119, -0.082, -0.047, -0.006, -0.071, 0.107, 0.110, 0.114, 0.095, 0.082, -0.103, -0.184, -0.090, -0.172, -0.167, -0.191, 0.059, 0.082, 0.071, 0.093, 0.087],
  "lumo_ev": [-1.40, -1.40],
  "orbital_gap_ev": [2.440, 6.550],
  "total_energy_ev": -80626.44781,
  "multiplicity": 2,
  "total_charge": 0
}